(1)
ORCA calculation (the ωB97M-V functional and the def2-TZVPD basis) on an isolated molecule of C3H7NO2 in a non-equilibrium geometry.

```
13
Properties=species:S:1:pos:R:3:mulliken_charge:R:1
N -1.1635 -1.4583 -0.9437 -0.227
C -0.5529 -0.3132 -1.2279 -0.367
O -1.2278 0.7168 -0.7044 -0.221
C 0.0152 1.2507 -0.0098 -0.286
C 1.1526 0.4293 0.6918 -0.513
O 0.7343 -0.4262 1.7284 -0.508
H -0.7199 -2.2720 -1.3327 0.285
H -2.1522 -1.4978 -0.7132 0.215
H -0.4982 1.7770 0.7784 0.299
H 0.4991 1.8851 -0.7523 0.295
H 1.8117 -0.0918 -0.0179 0.357
H 1.7622 1.2053 1.1869 0.332
H 0.3393 -1.2049 1.3164 0.339
```

HOMO level, eV: -8.4
ΔE to the lowest compared entry with this formula, charge and spin, eV: 4.017
Net charge: 0
Strongest force on any atom, eV/A: 2.11



(2)
ORCA calculation (the ωB97M-V functional and the def2-TZVPD basis) on an isolated molecule of C3H7NO2 in a non-equilibrium geometry.

```
13
Properties=species:S:1:pos:R:3:mulliken_charge:R:1
C 1.6816 -0.4191 -0.1467 -1.042
C 0.5643 0.2960 -0.8357 -0.398
N -0.4181 0.7856 0.1259 -0.133
C -1.3225 -0.1751 0.6129 0.535
O -1.2778 -1.3237 0.1751 -0.573
O -2.3381 0.3877 1.3408 -0.472
H 2.3369 -0.8053 -0.9176 0.324
H 1.2540 -1.2109 0.5045 0.293
H 2.1072 0.3514 0.5112 0.287
H 0.0895 -0.4648 -1.3888 0.271
H 0.9225 1.0729 -1.4832 0.421
H -0.5327 1.6800 0.3685 0.150
H -3.0668 -0.1747 1.1331 0.338
```

HOMO level, eV: -9.8
ΔE to the lowest compared entry with this formula, charge and spin, eV: 0.713
SMILES: CCNC(=O)O
Net charge: 0
Strongest force on any atom, eV/A: 5.33



(3)
ORCA calculation (the ωB97M-V functional and the def2-TZVPD basis) on an isolated molecule of C3H7NO2 in a non-equilibrium geometry.

```
13
Properties=species:S:1:pos:R:3:mulliken_charge:R:1
C -1.0628 -0.0538 2.4172 -0.868
N -0.6029 -0.4876 1.1424 -0.318
C 0.1810 0.4989 0.4025 -0.349
C 0.5404 0.0347 -1.0049 0.375
O 1.6160 -0.4261 -1.2238 -0.511
O -0.4008 0.2950 -1.9335 -0.438
H -1.4170 1.0032 2.4594 0.284
H -0.4133 -0.0617 3.3004 0.255
H -1.9545 -0.6165 2.6968 0.335
H -1.2738 -0.9731 0.5789 0.253
H 1.1041 0.7672 0.9031 0.313
H -0.4371 1.3939 0.3164 0.316
H 0.1418 0.4136 -2.7612 0.353
```

HOMO level, eV: -8.9
ΔE to the lowest compared entry with this formula, charge and spin, eV: 1.403
SMILES: CNCC(=O)O
Net charge: 0
Strongest force on any atom, eV/A: 2.19



(4)
ORCA calculation (the ωB97M-V functional and the def2-TZVPD basis) on an isolated molecule of C3H7NO2 in a non-equilibrium geometry.

```
13
Properties=species:S:1:pos:R:3:mulliken_charge:R:1
C 0.6018 -1.3549 -1.2353 -1.208
C -0.2925 -0.7847 -0.1023 0.816
O -0.8110 -1.5173 0.6996 -0.603
N -0.2062 0.6016 0.1428 0.139
C -0.7956 1.1191 1.3719 -0.852
O 0.5408 1.4921 -0.5505 -0.440
H 1.5557 -1.0084 -0.8943 0.278
H 0.4803 -0.6892 -2.1779 0.343
H 0.4277 -2.3570 -1.5432 0.322
H 0.0194 1.4260 2.0183 0.266
H -1.5346 1.8360 1.3574 0.322
H -1.3829 0.1187 1.6330 0.297
H 1.3972 1.1181 -0.7196 0.320
```

HOMO level, eV: -9.0
ΔE to the lowest compared entry with this formula, charge and spin, eV: 3.487
SMILES: CC(=O)N(C)O
Net charge: 0
Strongest force on any atom, eV/A: 4.64



(5)
ORCA calculation (the ωB97M-V functional and the def2-TZVPD basis) on a structure of composition C3H7NO2.

```
13
Properties=species:S:1:pos:R:3:mulliken_charge:R:1
N -1.1888 -1.2675 -1.2249 -0.831
C -0.7175 -0.0926 -1.6066 0.629
O -0.6923 0.6121 -2.5609 -0.472
C -0.3140 0.8715 0.0009 -0.942
C 0.9572 0.2628 0.5579 -0.274
O 0.5964 -0.9967 1.1168 -0.553
H -0.6483 -1.6320 -0.4360 0.420
H -1.2939 -0.1426 -0.3658 0.345
H -1.0274 1.0222 0.8294 0.341
H -0.1621 1.8378 -0.4777 0.398
H 1.7031 0.1384 -0.2409 0.311
H 1.3932 0.9151 1.3290 0.322
H 1.3975 -1.4588 1.3907 0.306
```

HOMO level, eV: -9.1
ΔE to the lowest compared entry with this formula, charge and spin, eV: 4.927
Net charge: 0
Strongest force on any atom, eV/A: 0.62



(6)
ORCA calculation (the ωB97M-V functional and the def2-TZVPD basis) on an isolated molecule of C3H7NO2 in a non-equilibrium geometry.

```
13
Properties=species:S:1:pos:R:3:mulliken_charge:R:1
H 2.1818 2.3193 0.6879 0.241
N 1.4983 1.7497 0.1998 -0.477
C 0.6345 1.1449 0.9074 -0.248
C -0.3893 0.3722 0.0765 0.204
O -0.3084 0.8480 -1.1952 -0.681
O 0.0942 -0.9748 0.1812 -0.349
C -0.7545 -1.9121 -0.4524 -0.691
H 0.5794 1.1073 1.9958 0.400
H -1.3943 0.4239 0.5404 0.336
H 0.7562 1.4178 -1.1259 0.450
H -0.8901 -1.6862 -1.5146 0.290
H -0.2720 -2.8817 -0.3402 0.248
H -1.7357 -1.9283 0.0394 0.277
```

HOMO level, eV: -9.9
ΔE to the lowest compared entry with this formula, charge and spin, eV: 2.704
SMILES: [H]/N=C/[C@@H](O)OC
Net charge: 0
Strongest force on any atom, eV/A: 3.56